Arrangement 1

The following is a DFT calculation (ωB97M-V with the def2-TZVPD basis set) of a structure of composition C6H14O4P.

Properties
charge	+1
molar mass	181.148	g/mol
LUMO level	-3.576	eV
gap between HOMO and LUMO	10.578	eV

Last column: natural (NBO) charge in e.
Geometry (Å):
C -3.2771 -0.7203 0.2523  -0.255
C 0.9237 1.5025 1.2256  -0.267
C -2.2090 -0.0316 0.5911  -0.285
H 3.2649 -1.8222 1.5360  0.523
H -2.1162 0.5959 1.5154  0.237
H 0.1508 1.5810 1.9357  0.208
O 1.1494 2.6734 0.5498  -0.665
H 0.7522 -0.2075 -3.3508  0.510
H -1.3093 -0.6466 -1.2314  0.260
C 1.3106 -1.5225 0.9483  -0.353
H 1.0612 -2.4422 0.4712  0.231
H 0.3584 2.9469 0.1282  0.499
H -3.2243 -1.2995 -0.6899  0.201
C 1.5879 0.1041 -1.4369  -0.365
H -1.1947 1.4024 -1.7843  0.495
H 1.9086 1.0304 -1.9641  0.263
C -1.1229 -0.0625 -0.3672  -0.210
H 1.8528 1.1495 1.5973  0.227
O 2.6434 -1.2069 1.1050  -0.746
H 0.8312 -1.5098 1.9836  0.211
O -0.8226 1.6185 -0.8873  -0.814
H 2.5312 -0.5625 -1.2598  0.235
H -4.0894 -0.9167 0.9202  0.230
P 0.6261 -0.0218 0.1372  1.402
O 0.7198 -0.5339 -2.4233  -0.772


Arrangement 2

The following is a DFT calculation (ωB97M-V with the def2-TZVPD basis set) of the ion C6H14O4P with charge +1.

Properties
charge	+1
molar mass	181.148	g/mol
LUMO level	-3.440	eV
gap between HOMO and LUMO	10.713	eV

Last column: natural (NBO) charge in e.
Geometry (Å):
O -2.1836 -1.0719 -1.8638  -0.714
H -0.5452 2.0297 0.6272  0.208
C 0.7853 -0.1912 3.2519  -0.263
H -0.0796 3.3999 -1.5621  0.517
H -2.1739 0.7789 -1.4474  0.250
H -1.0166 -0.0244 2.1625  0.214
H 0.7677 -1.4888 -2.1852  0.223
C -0.0961 1.8353 -0.3498  -0.397
P -0.1782 0.0372 -0.5217  1.439
H -2.0439 -1.9751 -1.5276  0.488
H -2.7234 -0.2233 -0.0667  0.229
O -0.2950 -2.3151 0.3785  -0.781
H 1.6285 -1.0477 0.9186  0.268
H 0.3859 0.0905 -2.9483  0.246
C 0.5164 -0.9030 0.9122  -0.207
O -0.5028 2.4167 -1.5328  -0.708
C 0.8250 -0.3672 -2.0026  -0.347
H 1.8134 -0.3049 3.2069  0.211
H 0.2130 0.3522 4.1730  0.240
H 0.2969 -3.0080 0.2146  0.486
H 2.8422 -0.2090 -2.0770  0.517
H 0.9563 2.1082 -0.0673  0.223
C -0.0075 -0.3320 2.1943  -0.290
O 2.0658 0.0276 -1.5543  -0.744
C -2.0478 -0.0750 -0.8081  -0.309


arrangement 1 (33.1 kJ/mol below the next structure)


Arrangement 1

The following is a DFT calculation (ωB97M-V with the def2-TZVPD basis set) of a structure of composition C25H33ClIrN6O5.

Properties
charge	+2
<S²>	0.755
molar mass	725.246	g/mol
LUMO level (alpha / beta)	-6.370 / -7.547	eV
gap between HOMO and LUMO (alpha / beta)	7.680 / 6.476	eV
2S+1	2

Last column: Löwdin spin population.
Geometry (Å):
H 1.1671 -2.3518 -0.9063  0.000
C -3.2017 -3.3200 1.1092  -0.001
H -2.5173 0.2159 -1.7849  0.000
H 7.7925 2.1469 3.2713  0.000
H 2.4959 -1.0457 -2.0362  0.000
H -0.1666 -2.4833 0.0215  0.004
C 4.3356 0.5718 0.8785  -0.001
C 6.7164 2.2890 3.3118  0.000
C 1.5802 -2.5760 1.1044  0.000
H 1.3979 -2.9959 3.1878  0.000
C 4.8691 1.1696 2.1606  0.000
H -3.3796 -1.1894 -2.4592  0.000
H -3.8414 1.7848 0.2965  0.000
H 0.7635 -0.8400 4.0092  0.000
C -3.3351 5.6064 0.0385  0.000
H 6.6084 1.7295 1.2705  0.000
O -1.6416 -1.2799 0.0795  0.085
C 1.0395 -0.8991 2.9556  0.000
N 2.3096 0.0933 -0.3019  -0.009
H -3.6695 -4.9677 2.3905  0.000
N 0.7586 -2.0528 -0.0244  0.029
H 2.3919 1.2663 1.4056  0.000
C -3.6289 -2.5084 0.0501  0.005
C 0.9304 -2.3324 2.4611  0.000
C -4.6190 5.0797 0.1127  -0.001
O 6.4805 3.6637 3.2800  0.000
N -1.3151 2.5029 0.1471  0.004
H -1.2306 5.1708 -0.0081  0.000
H 2.0645 -0.5347 2.8824  0.000
H 1.7168 -3.6454 0.9420  0.000
H -5.8091 3.3021 0.2612  0.000
H 6.3124 1.8138 4.2030  0.000
H 0.2311 0.9391 2.4629  0.000
H -0.1251 -2.6230 2.4138  0.000
H 4.9258 -1.2881 -1.8769  0.000
C -3.2311 -0.5696 -1.5717  0.000
H -6.6446 -3.9525 -0.5191  0.000
Cl -0.6660 1.5526 -2.8014  -0.005
H -5.4729 5.7432 0.1059  0.000
C 0.1201 0.0843 -2.1699  -0.016
C -5.6802 -3.7718 -0.0649  0.000
N 6.1394 1.6027 2.1535  0.000
H -0.4877 -0.7594 -2.5004  0.000
C 5.0664 -0.1515 -0.0474  0.006
C -2.7702 -1.4309 -0.4458  0.008
Ir 0.2752 0.0122 -0.1223  0.686
H -3.1905 6.6755 -0.0323  0.000
H -2.2422 -3.1327 1.5719  0.000
C -2.4521 3.4046 0.1400  0.005
H -5.2312 -2.1349 -1.3521  0.000
C -4.8788 -2.7451 -0.5322  0.000
H 1.0900 0.0859 -2.6496  -0.001
C 2.9672 0.6788 0.7098  0.005
H 6.1343 -0.2924 0.0668  0.000
H 2.5643 -2.1077 1.0599  0.000
H -4.1957 -0.1216 -1.3307  0.000
O 4.1197 1.2043 3.1237  0.000
C -4.8092 3.7095 0.2020  0.000
C -2.2322 4.7714 0.0518  0.000
C -4.0021 -4.3433 1.5727  0.000
H -5.8744 -5.3676 1.3502  0.000
N 0.1624 -0.0236 2.1421  -0.001
N -0.1545 2.9431 0.0828  0.015
H -0.8077 -0.2984 2.2837  0.000
H 5.6008 3.8512 3.6247  0.000
C -5.2437 -4.5680 0.9844  -0.001
O -1.5392 1.2100 0.2088  0.137
C 3.0293 -0.5989 -1.2116  0.006
O 0.7440 1.9988 0.0599  0.040
C -3.7183 2.8535 0.2164  0.000
C 4.3961 -0.7291 -1.1185  -0.001


Arrangement 2

The following is a DFT calculation (ωB97M-V with the def2-TZVPD basis set) of a structure of composition C25H33ClIrN6O5.

Properties
charge	+2
<S²>	0.760
molar mass	725.246	g/mol
LUMO level (alpha / beta)	-5.958 / -8.794	eV
gap between HOMO and LUMO (alpha / beta)	7.969 / 5.133	eV
2S+1	2

Last column: Löwdin spin population.
Geometry (Å):
H -2.6498 3.4104 -0.7850  0.000
H -1.6928 2.1438 -2.5693  -0.001
H 3.3863 0.5168 1.9209  0.000
C -4.7277 -2.4026 -1.1027  0.003
C 3.3968 -1.2310 5.3740  -0.001
H -6.5240 -1.5326 2.8263  0.000
C -2.1466 2.1738 0.8813  0.001
C 3.2534 0.7020 -1.6662  0.000
C 4.1317 -0.3104 -0.9896  0.001
H 3.3993 -1.7179 6.3391  0.000
N 1.1923 -0.8592 2.4217  0.037
H -3.0455 1.5589 0.8939  0.000
C 2.3288 -0.7313 3.3129  0.000
N -2.2844 -1.2609 -0.4725  -0.004
C -5.5164 -2.2076 1.2461  0.000
H -3.0392 -0.9629 1.4400  0.000
C 4.4944 0.1502 3.7312  0.000
H 1.8941 2.2366 -3.3881  0.000
C 2.2960 -1.3677 4.5476  0.008
C 0.3452 -2.2780 -0.6032  -0.009
C 4.8466 3.1658 -4.7497  0.000
C 3.4047 0.0303 2.8840  0.006
H -1.0849 1.1139 2.3125  0.000
O -4.1584 0.3355 2.8222  0.000
C 5.7078 2.4290 -3.9499  0.000
O 2.0747 0.8032 -1.3322  0.007
C 5.1965 1.6169 -2.9510  0.000
C -1.7628 1.6676 -1.5911  0.002
H 5.8780 1.0436 -2.3370  0.000
Ir -0.4668 -0.5556 0.2004  0.664
H 3.5267 -0.9592 -0.3618  0.000
H -3.8785 -2.6456 -3.0689  0.000
H -2.2998 2.9929 1.5847  0.000
H -5.2445 0.4749 1.1338  0.000
C 3.4722 3.0977 -4.5509  0.000
H 5.2464 3.7935 -5.5349  0.000
C -5.3982 0.1290 2.1552  0.000
H 0.3099 1.2421 -1.5036  0.001
Cl 0.7804 -2.0732 -2.3169  0.021
H 4.8692 0.2005 -0.3654  0.000
H -5.6704 -2.8878 -1.3202  0.000
N -1.0045 1.3365 1.3224  -0.003
H -2.6661 1.0567 -1.5903  0.000
C -3.7362 -2.2827 -2.0611  0.000
H -0.5684 0.1466 -2.2854  0.004
O 1.2739 -0.2766 1.2472  0.125
H 4.6846 -0.9002 -1.7199  0.000
C -1.8516 2.7225 -0.5032  0.000
H 1.4434 -1.9560 4.8517  0.000
C -2.5241 -1.7245 -1.7097  0.002
H 2.8059 3.6675 -5.1841  0.000
N -5.8339 -1.2370 2.1496  0.000
C -4.4869 -1.9133 0.1771  0.000
H -0.3340 -3.1224 -0.5151  -0.001
H -1.7126 -1.6780 -2.4211  0.000
H -4.2926 0.2325 3.7717  0.000
H 6.7760 2.4837 -4.1079  0.000
C 3.8194 1.5507 -2.7357  0.001
C 2.9629 2.2992 -3.5451  0.000
C -3.2610 -1.3442 0.4532  0.001
N -0.5926 0.7496 -1.4632  0.017
H 1.2705 -2.4882 -0.0714  0.001
C 4.4917 -0.4774 4.9684  0.010
H -6.1827 0.7344 2.6073  0.000
O -6.0146 -3.3069 1.2582  0.000
H -0.1571 1.8980 1.2423  0.000
H -0.9337 3.3202 -0.4789  0.000
O -0.7313 -1.6044 1.8372  0.141
H 5.3470 0.7390 3.4226  0.000
H 5.3467 -0.3786 5.6232  0.000
N 0.1894 -1.5305 2.7703  -0.035


arrangement 2 (78.0 kJ/mol below the next structure)